No. 1
ORCA calculation (ωB97M-V with the def2-TZVPD basis set) on the molecule C20H23FN4OS.

- HOMO level: -8.08 eV
- Max |F|: 0.86 eV Å⁻¹
- LUMO energy: 0.582 eV
- Frontier orbital gap: 8.7 eV
- Relative energy (zero: lowest compared OMol25 entry of this formula, charge and spin): 0.00 kJ/mol

Atoms and positions in Å:
S (-4.529, -0.774, -0.362)
F (1.742, -3.755, 1.771)
O (-0.063, -3.992, -0.178)
N (1.036, 1.576, -0.319)
N (4.926, 0.117, 0.279)
N (-1.448, 0.962, 0.914)
N (5.570, 1.278, 0.299)
C (2.697, -1.843, 0.801)
C (1.765, -2.855, 0.765)
C (1.823, -1.013, -1.267)
C (0.829, -2.975, -0.271)
C (-2.462, 0.016, 1.360)
C (4.690, 2.178, -0.096)
C (-1.054, -4.108, -1.170)
C (2.723, -0.888, -0.215)
C (2.196, 2.279, -0.826)
C (-5.888, 0.265, -0.546)
C (-1.272, 0.912, -0.527)
C (-0.184, 0.702, 1.578)
C (-5.774, 1.385, 0.209)
C (3.452, 1.590, -0.397)
C (-4.575, 1.416, 0.958)
C (0.894, -2.038, -1.298)
C (3.643, 0.236, -0.146)
C (-0.211, 1.914, -0.966)
C (-3.794, 0.321, 0.764)
C (0.871, 1.698, 1.113)
H (-4.298, 2.220, 1.615)
H (1.848, -0.299, -2.072)
H (-0.333, 0.801, 2.656)
H (-1.686, -3.214, -1.215)
H (0.211, -2.101, -2.130)
H (2.231, 3.333, -0.493)
H (4.962, 3.213, -0.154)
H (0.559, 2.719, 1.397)
H (-0.962, -0.096, -0.852)
H (-2.526, 0.098, 2.450)
H (3.370, -1.788, 1.643)
H (0.177, -0.320, 1.364)
H (-2.225, 1.160, -1.001)
H (2.136, 2.285, -1.921)
H (-6.517, 2.162, 0.237)
H (-0.547, 2.935, -0.709)
H (-1.662, -4.962, -0.876)
H (-0.084, 1.852, -2.050)
H (5.407, -0.732, 0.529)
H (1.820, 1.474, 1.603)
H (-0.617, -4.297, -2.156)
H (-6.685, -0.025, -1.201)
H (-2.180, -1.024, 1.111)

***

No. 2
ORCA calculation (ωB97M-V with the def2-TZVPD basis set) on the molecule C20H23N3.

- HOMO level: -7.51 eV
- Max |F|: 4.80 eV Å⁻¹
- LUMO energy: 0.787 eV
- Frontier orbital gap: 8.3 eV
- Relative energy (zero: lowest compared OMol25 entry of this formula, charge and spin): 291.23 kJ/mol

Atoms and positions in Å:
N (-0.433, -4.038, -0.270)
N (-1.368, 3.605, 0.297)
N (1.059, 1.453, 2.741)
C (-0.990, -3.041, -2.852)
C (-0.800, 4.450, 1.325)
C (-0.305, -2.743, -0.589)
C (-0.543, -2.156, -1.863)
C (-0.661, -6.303, -1.244)
C (1.088, 0.709, 0.585)
C (-1.893, 5.409, 1.754)
C (2.438, -0.442, 2.191)
C (-0.373, -0.699, -2.134)
C (0.991, 0.032, -1.972)
C (1.558, 0.514, 1.892)
C (1.568, 0.006, -0.514)
C (-1.043, -4.434, -2.676)
C (-0.505, 2.568, -0.306)
C (0.207, 1.794, 0.760)
C (2.491, -0.976, -0.197)
C (-0.729, -4.860, -1.407)
C (2.825, -1.285, 1.216)
C (-0.538, 3.383, 2.461)
C (0.273, 2.261, 2.030)
H (-1.385, -6.768, -1.775)
H (2.614, -0.478, 3.212)
H (-1.382, 6.256, 2.240)
H (1.491, 1.723, 3.721)
H (0.881, 1.106, -2.304)
H (-1.076, -2.680, -3.844)
H (0.007, 3.117, -0.967)
H (0.045, 5.001, 1.005)
H (-0.090, -2.088, 0.215)
H (-2.271, 3.172, 0.498)
H (-2.436, 5.810, 0.891)
H (-1.236, -5.224, -3.385)
H (-1.146, 1.998, -0.879)
H (2.732, -1.809, -0.872)
H (3.532, -2.077, 1.457)
H (0.260, -6.417, -1.775)
H (0.012, 3.926, 3.318)
H (-2.646, 4.935, 2.275)
H (-0.797, -0.472, -3.132)
H (-1.081, -0.241, -1.347)
H (1.693, -0.500, -2.627)
H (-1.396, 2.975, 2.969)
H (-0.639, -6.470, -0.123)

***

No. 3
ORCA calculation (ωB97M-V with the def2-TZVPD basis set) on the molecule C20H23N3O3.

- HOMO level: -8.62 eV
- Max |F|: 0.81 eV Å⁻¹
- LUMO energy: 0.687 eV
- Frontier orbital gap: 9.3 eV
- Relative energy (zero: lowest compared OMol25 entry of this formula, charge and spin): 194.37 kJ/mol

Atoms and positions in Å:
O (1.093, -3.151, 0.887)
O (-2.357, 0.574, -1.752)
O (0.419, 0.244, 1.753)
N (-0.753, -1.226, 0.503)
N (-0.541, 2.706, -1.051)
N (-1.012, 1.677, -0.271)
C (-0.814, -7.404, 2.204)
C (-0.542, -5.959, 2.495)
C (3.620, 4.231, -2.482)
C (0.409, -3.829, 1.867)
C (-0.974, -5.391, 3.691)
C (0.843, 4.417, -2.554)
C (-1.814, 0.669, -0.669)
C (1.582, 5.228, -1.705)
C (-1.312, 3.442, -1.738)
C (-0.718, -4.063, 3.963)
C (-0.029, -3.269, 3.058)
C (2.963, 5.137, -1.669)
C (0.147, -5.170, 1.592)
C (2.890, 3.415, -3.329)
C (-2.807, 3.391, -1.778)
C (1.491, -1.828, 1.149)
C (1.510, 3.508, -3.364)
C (0.337, -0.827, 1.175)
C (-0.657, 4.500, -2.585)
C (-1.949, -0.417, 0.415)
H (-0.991, 5.478, -2.227)
H (-0.425, 1.520, 0.550)
H (-0.527, -7.659, 1.188)
H (-2.794, -1.058, 0.162)
H (-3.130, 2.527, -2.360)
H (2.056, -1.745, 2.085)
H (-0.252, -8.036, 2.891)
H (3.398, 2.704, -3.966)
H (1.075, 5.937, -1.066)
H (0.943, 2.868, -4.024)
H (-1.057, -3.627, 4.891)
H (-1.511, -5.996, 4.405)
H (-1.021, 4.379, -3.609)
H (-3.199, 3.260, -0.769)
H (0.499, -5.576, 0.657)
H (4.698, 4.160, -2.456)
H (-3.218, 4.297, -2.216)
H (0.148, -2.231, 3.292)
H (-2.116, 0.057, 1.387)
H (2.155, -1.552, 0.323)
H (-1.871, -7.627, 2.338)
H (-0.708, -2.084, -0.026)
H (3.527, 5.776, -1.005)

***

No. 4
ORCA calculation (ωB97M-V with the def2-TZVPD basis set) on the molecule C20H23N3O3.

- HOMO level: -7.68 eV
- Max |F|: 0.76 eV Å⁻¹
- LUMO energy: 0.590 eV
- Frontier orbital gap: 8.3 eV
- Relative energy (zero: lowest compared OMol25 entry of this formula, charge and spin): 83.10 kJ/mol

Atoms and positions in Å:
O (2.764, 1.690, 0.522)
O (-3.387, -1.774, -0.414)
O (2.016, -1.772, 0.720)
N (-0.016, 1.569, -0.031)
N (-1.692, 1.171, -1.443)
N (2.814, 0.731, -1.511)
C (-1.080, -2.039, -1.154)
C (0.548, 1.163, -2.453)
C (1.962, 1.689, -2.183)
C (-0.303, -1.592, 1.473)
C (0.664, -1.793, 0.494)
C (-1.161, 1.613, 0.720)
C (2.476, -1.084, 1.866)
C (-3.815, -1.632, -1.750)
C (-1.390, 1.835, 2.067)
C (3.190, 0.819, -0.220)
C (-3.752, 1.561, 1.603)
C (-2.702, 1.801, 2.492)
C (0.259, -2.036, -0.813)
C (-2.047, -1.808, -0.182)
C (-3.531, 1.343, 0.260)
C (-0.400, 1.297, -1.309)
C (3.943, -0.701, 1.653)
C (4.195, -0.228, 0.218)
C (-2.216, 1.362, -0.188)
C (-1.641, -1.606, 1.135)
H (0.929, 1.725, 0.305)
H (1.014, -2.223, -1.562)
H (-2.396, -1.436, 1.885)
H (-2.926, 1.966, 3.536)
H (5.190, 0.219, 0.156)
H (1.880, -0.175, 2.015)
H (-3.323, -0.777, -2.224)
H (-4.888, -1.457, -1.698)
H (3.126, -0.057, -2.056)
H (0.115, 1.700, -3.299)
H (1.928, 2.590, -1.566)
H (-4.763, 1.547, 1.984)
H (-3.630, -2.541, -2.332)
H (-1.357, -2.210, -2.182)
H (-0.575, 2.026, 2.751)
H (2.379, -1.713, 2.761)
H (4.191, 0.092, 2.358)
H (-4.345, 1.160, -0.424)
H (-0.024, -1.421, 2.500)
H (2.435, 1.943, -3.137)
H (0.601, 0.107, -2.736)
H (4.154, -1.082, -0.457)
H (4.586, -1.560, 1.850)